Record 1
Here is a structure of composition C5H10NO2 in a non-equilibrium geometry from the Open Molecules 2025 dataset. Energies are from ωB97M-V with the def2-TZVPD basis set.

Geometry as XYZ:
```
18
Properties=species:S:1:pos:R:3:lowdin_charge:R:1
C -1.0131 0.8717 1.4936 -0.08
C -0.9157 1.0459 0.0108 -0.16
C -0.7359 0.0800 -0.9799 -0.17
C -1.1603 -1.3367 -0.6151 -0.12
N 1.8209 -1.0145 -0.3623 0.00
C 2.5522 0.1674 -0.2291 -0.94
O 3.8168 0.1013 -0.2090 -0.16
O 1.9243 1.2869 -0.1198 -0.19
H -1.4606 1.7766 1.9000 0.07
H -0.0314 0.7251 1.9739 0.11
H -1.7173 0.0448 1.7536 0.08
H -1.1552 2.0970 -0.1708 0.13
H 0.2990 0.5563 -0.3311 0.15
H -0.7647 0.1858 -2.0519 0.12
H -0.6584 -2.2419 -0.9872 0.07
H -2.2411 -1.4250 -0.7803 0.07
H -1.0845 -1.2979 0.4808 0.05
H 2.5248 -1.6228 -0.7763 -0.03
```

Properties
Gap between HOMO and LUMO   5.48 eV
LUMO energy   3.3 eV
M   116.1 g/mol
2S+1   1
Total charge   -1
E   -401.61882 a.u.

Record 2
Here is a cluster of 14 separate species, C18H16Cl39IO5S in total in a non-equilibrium geometry from the Open Molecules 2025 dataset. Energies are from ωB97M-V with the def2-TZVPD basis set.

Geometry as XYZ:
```
80
Properties=species:S:1:pos:R:3:lowdin_charge:R:1
O 2.4103 -0.3969 -1.9824 0.14
C 1.9265 -0.1402 -0.9234 -0.45
O 1.1041 0.9752 -0.7228 0.07
C 0.3220 0.6906 0.3564 -0.43
O -0.7573 1.1255 0.6156 0.15
C 1.0752 -0.3102 1.1802 -0.24
C 0.7436 -0.5813 2.5884 -0.16
S 1.9307 0.3804 3.5683 0.60
O 1.9350 1.6803 2.9599 -0.39
O 3.2058 -0.2777 3.6215 -0.46
C 2.0158 -0.8242 0.4121 -0.56
I 3.4263 -2.2877 0.8268 1.04
H -0.2422 -0.2077 2.8250 0.12
H 0.8040 -1.6398 2.8016 0.11
H 1.4421 0.4451 4.8362 0.04
C 4.6346 -1.7035 5.6435 -1.51
Cl 6.1330 -0.8289 5.9495 0.55
Cl 4.7443 -3.3700 6.2097 0.51
Cl 3.2702 -0.8769 6.4176 0.54
H 4.4552 -1.7083 4.5765 -0.02
C 3.1732 3.7067 4.8914 -1.52
Cl 4.6475 4.6398 5.1621 0.54
Cl 3.3169 2.0717 5.5379 0.58
Cl 1.7708 4.5367 5.5715 0.55
H 3.0265 3.6132 3.8236 -0.05
C 1.1945 -3.4563 -3.8807 -1.53
Cl 1.9694 -3.5287 -2.3004 0.52
Cl 1.0218 -5.0657 -4.5801 0.54
Cl -0.3749 -2.6558 -3.7479 0.53
H 1.8178 -2.8653 -4.5374 0.02
C -3.5002 -3.3720 -5.6836 -1.54
Cl -3.7542 -3.5501 -7.4159 0.53
Cl -4.8441 -2.5082 -4.9279 0.52
Cl -3.2721 -4.9458 -4.9159 0.53
H -2.5997 -2.7908 -5.5338 -0.03
C 3.7035 -6.2452 8.8607 -1.57
Cl 4.8847 -6.1780 7.5448 0.48
Cl 3.0030 -4.6546 9.1620 0.53
Cl 2.4419 -7.4265 8.5044 0.53
H 4.2235 -6.5602 9.7564 -0.09
C -6.3714 -0.2050 -8.5419 -1.53
Cl -4.8654 0.2443 -7.7402 0.50
Cl -6.1075 -0.5165 -10.2610 0.51
Cl -7.0951 -1.6095 -7.7593 0.52
H -7.0595 0.6240 -8.4538 0.01
C 6.9258 -8.4710 10.3207 -1.53
Cl 7.6761 -9.2226 11.7262 0.54
Cl 5.5759 -9.4412 9.7318 0.54
Cl 6.3858 -6.8321 10.7002 0.57
H 7.6653 -8.4056 9.5347 0.02
C -1.9631 4.3782 -0.3900 -1.54
Cl -3.4140 5.1932 -0.9901 0.53
Cl -0.5660 5.4454 -0.4603 0.52
Cl -2.2043 3.8071 1.2538 0.56
H -1.7707 3.5228 -1.0242 0.01
C 3.0726 4.7232 1.1264 -1.53
Cl 4.7440 4.3826 1.5785 0.55
Cl 2.9608 6.1635 0.1062 0.53
Cl 2.3689 3.3312 0.3272 0.62
H 2.5051 4.8984 2.0312 0.01
C -1.0272 -1.0666 -9.2900 -1.54
Cl -1.0839 -0.3757 -7.6628 0.51
Cl -0.2719 -2.6615 -9.2576 0.52
Cl -2.6426 -1.1488 -9.9848 0.50
H -0.4220 -0.4197 -9.9095 0.01
C -4.9540 5.7206 -4.4733 -1.56
Cl -3.8367 5.4812 -5.8183 0.52
Cl -5.7166 7.3072 -4.5677 0.51
Cl -6.1639 4.4352 -4.4295 0.52
H -4.3848 5.6765 -3.5549 -0.05
C -3.9456 10.1991 -2.0964 -1.54
Cl -4.0628 10.0164 -3.8459 0.50
Cl -5.4236 10.9032 -1.4381 0.53
Cl -3.6054 8.6428 -1.3358 0.50
H -3.1267 10.8707 -1.8802 0.01
C -4.8793 -3.7241 -1.3691 -1.57
Cl -3.3089 -2.9293 -1.4681 0.50
Cl -4.7584 -5.2382 -0.4713 0.53
Cl -6.0774 -2.6557 -0.6369 0.53
H -5.2005 -3.9524 -2.3769 -0.03
```

Properties
Gap between HOMO and LUMO   8.87 eV
LUMO energy   -1.5 eV
M   1854.0 g/mol
2S+1   1
Total charge   0
E   -19714.95392 a.u.

Record 3
Here is a structure of composition C29H63N3O4V in a non-equilibrium geometry from the Open Molecules 2025 dataset. Energies are from ωB97M-V with the def2-TZVPD basis set.

Geometry as XYZ:
```
100
Properties=species:S:1:pos:R:3:lowdin_charge:R:1
V 0.7645 -0.0445 -0.4504 1.14
C 1.1705 -4.1515 -2.4164 -0.02
C 0.3955 -3.2425 -1.5114 -0.32
O 0.8535 -1.9625 -1.6204 -0.13
H 0.7865 -5.1325 -2.2324 0.11
H 2.1155 -4.2185 -2.0474 0.06
H 1.0835 -4.0035 -3.4364 0.09
H 0.2835 -3.5015 -0.4304 0.12
H -0.5125 -3.3365 -2.0354 0.10
H 1.3915 -1.9915 -2.3814 0.08
C -4.2275 1.0325 -0.9684 0.00
C -3.3285 0.7235 0.1786 -0.50
C -3.7765 0.7025 1.6236 -0.14
C -4.6035 -0.4625 2.0226 -0.14
C -3.7125 -1.6955 1.8416 -0.11
C -3.3305 -1.8235 0.3336 -0.41
N -2.6035 -0.5385 -0.0694 -0.16
O -1.5725 -0.6705 -0.8284 -0.05
C -4.6265 -2.2085 -0.4364 -0.02
C -2.2675 -2.9295 0.3886 -0.04
C -2.3965 1.8595 0.1406 -0.08
H -4.8575 0.1185 -1.0934 0.09
H -3.6745 1.2005 -1.8164 0.05
H -4.7925 2.0055 -0.9254 0.13
H -4.2795 1.5945 1.8476 0.12
H -2.9165 0.7295 2.3046 0.12
H -5.5105 -0.3825 1.3696 0.13
H -4.7675 -0.2685 3.0166 0.10
H -4.0925 -2.6275 2.1496 0.11
H -2.8715 -1.4565 2.4056 0.08
H -1.9655 -0.9815 -1.6344 0.13
H -4.5635 -2.2205 -1.5254 0.09
H -5.6195 -1.7095 -0.2584 0.10
H -4.8245 -3.2155 -0.1314 0.08
H -2.6805 -3.8225 0.9276 0.12
H -1.3395 -2.6215 0.8836 0.05
H -2.0115 -3.3725 -0.6084 0.08
H -2.8295 2.8565 -0.0054 0.12
H -1.7075 1.7625 -0.6304 0.03
H -1.8825 1.9755 1.0346 0.06
C 1.7895 3.1635 0.5956 -0.03
C 1.1925 3.5265 -0.7794 -0.45
C 2.2275 4.4345 -1.4984 -0.13
C 1.9205 4.5985 -2.9604 -0.16
C 1.9205 3.2315 -3.5884 -0.12
C 0.8715 2.2305 -3.0564 -0.47
N 1.0705 2.2235 -1.5754 -0.13
O 2.0975 1.5195 -1.2224 -0.14
C 1.1345 0.8115 -3.6094 0.00
C -0.5005 2.5775 -3.4544 -0.03
C -0.1275 4.2325 -0.5934 0.00
H 2.8675 2.7925 0.6406 0.12
H 1.1675 2.7965 1.3956 0.07
H 1.7885 4.2215 1.0666 0.14
H 3.2565 4.0255 -1.6294 0.13
H 2.3545 5.3715 -0.9444 0.14
H 2.5145 5.3245 -3.4594 0.13
H 0.8795 4.9155 -3.0264 0.10
H 2.8925 2.8635 -3.7684 0.12
H 1.5985 3.4085 -4.5694 0.12
H 2.8795 2.0065 -1.3844 0.11
H 1.5445 0.8545 -4.6244 0.12
H 0.3565 0.1365 -3.6714 0.06
H 1.9165 0.4135 -3.0664 0.04
H -0.5425 3.7095 -3.6364 0.11
H -1.4085 2.3525 -2.7814 0.12
H -0.7075 2.2615 -4.4464 0.09
H -0.7645 4.2405 -1.5454 0.11
H 0.0225 5.2445 -0.2124 0.11
H -0.7085 3.7365 0.1376 0.05
C -0.2385 -0.2795 2.5006 -0.04
C 1.0995 -0.8075 2.8776 -0.50
C 0.9505 -2.2005 3.5546 -0.06
C 1.0605 -3.2625 2.5486 -0.21
C 2.2455 -3.2775 1.7476 -0.13
C 2.9105 -1.8645 1.4736 -0.39
N 1.9295 -0.8075 1.6736 -0.19
O 2.2565 0.3435 1.2226 -0.08
C 3.5515 -1.9365 0.0116 0.01
C 4.0914 -1.7815 2.4896 0.00
C 1.5395 0.2655 3.7716 -0.02
H -0.9505 -0.3555 3.3476 0.12
H -0.6095 -0.7735 1.5606 0.08
H -0.1185 0.7355 2.2236 0.06
H -0.0955 -2.3425 3.9646 0.16
H 1.6655 -2.3245 4.2666 0.10
H 0.1475 -3.3625 1.9716 0.10
H 1.1375 -4.2205 2.9986 0.13
H 1.9495 -3.7615 0.8136 0.11
H 2.9335 -3.9805 2.1136 0.12
H 2.9305 0.6445 1.8736 0.15
H 4.3275 -2.7745 0.0416 0.13
H 4.0485 -1.0515 -0.2694 0.06
H 2.9325 -2.2025 -0.8014 0.03
H 3.7735 -1.7815 3.5086 0.07
H 4.7155 -0.8865 2.2906 0.10
H 4.6625 -2.7005 2.3436 0.10
H 0.8105 0.4995 4.5406 0.13
H 1.8265 1.2105 3.3476 0.10
H 2.3175 -0.1625 4.2866 0.07
```

Properties
Gap between HOMO and LUMO (alpha / beta)   7.62 / 8.33 eV
LUMO energy (alpha / beta)   -5.7 / -5.0 eV
M   568.8 g/mol
2S+1   4
Total charge   +2
Expectation value of S²   3.76
E   -2551.08664 a.u.

Record 4
Here is the molecule C5H10O2 in a non-equilibrium geometry from the Open Molecules 2025 dataset. Energies are from ωB97M-V with the def2-TZVPD basis set.

Geometry as XYZ:
```
17
Properties=species:S:1:pos:R:3:lowdin_charge:R:1
C -2.3362 -0.5340 -0.5519 -0.10
C -1.0336 0.2256 -0.7543 -0.22
C -0.0271 -0.1002 0.3308 -0.43
O 0.3509 -1.4682 0.3541 -0.03
C 1.2470 0.7677 0.3018 -0.11
C 2.5419 0.2956 -0.2899 -0.29
O 2.7789 -0.7913 -0.7451 0.06
H -3.0598 -0.2710 -1.3264 0.07
H -2.1514 -1.6115 -0.5846 0.08
H -2.7755 -0.2925 0.4256 0.08
H -0.5860 -0.0013 -1.7290 0.12
H -1.2276 1.3131 -0.7131 0.12
H -0.5343 0.1268 1.2914 0.14
H 1.1290 -1.4982 0.9418 0.10
H 1.5988 0.6865 1.4206 0.16
H 1.1047 1.7610 -0.2091 0.14
H 3.3485 1.0618 -0.0993 0.13
```

Properties
Gap between HOMO and LUMO   10.22 eV
LUMO energy   0.7 eV
M   102.1 g/mol
2S+1   1
SMILES string   CC[C@@H](O)CC=O
Total charge   0
E   -346.94733 a.u.